No. 1
{
  "formula": "C17H18BN9NiO2S",
  "method": "ωB97M-V with the def2-TZVPD basis set",
  "multiplicity": 3,
  "homo_lumo_gap_ev": [8.535, 7.859],
  "e_lumo_ev": [0.4, -0.3],
  "e_tot_ev": -87982.49818,
  "s_squared": 2.005,
  "elements": ["Ni", "B", "N", "C", "C", "C", "N", "N", "C", "C", "C", "N", "H", "H", "H", "H", "H", "H", "H", "H", "N", "C", "C", "C", "C", "C", "C", "S", "O", "O", "N", "C", "N", "C", "C", "C", "N", "H", "H", "H", "H", "H", "H", "H", "H", "H", "N", "C", "H"],
  "xyz": [[0.0853, -0.3100, 0.0168], [-1.6034, -1.9201, 2.6704], [-0.6715, -0.6765, 2.9038], [-0.4415, -0.1706, 4.1193], [0.4140, 0.9126, 4.0057], [0.6586, 1.0036, 2.6404], [-0.0041, 0.0399, 1.9919], [-1.8286, -2.2719, 1.1619], [-2.6850, -3.2310, 0.7945], [-2.6775, -3.3457, -0.5842], [-1.7628, -2.3854, -1.0001], [-1.2624, -1.7471, 0.0601], [-2.6753, -1.6551, 3.1523], [-1.0897, -2.8665, 3.2136], [-0.9079, -0.6177, 4.9805], [0.7927, 1.5399, 4.7921], [1.2637, 1.7058, 2.0886], [-3.2411, -3.7646, 1.5466], [-3.2491, -4.0204, -1.1946], [-1.4207, -2.1305, -1.9895], [5.1423, 2.5280, -5.6773], [4.0639, 1.8610, -5.1296], [4.2621, 0.7869, -4.2560], [3.1811, 0.0942, -3.7471], [1.8887, 0.4571, -4.0938], [1.6800, 1.5182, -4.9650], [2.7569, 2.2136, -5.4790], [0.5127, -0.4173, -3.4231], [0.9672, -1.7468, -3.0988], [-0.5923, -0.2366, -4.3245], [0.1863, 0.2555, -1.9886], [-0.3923, 1.4670, -1.8192], [-0.7880, 1.5774, -0.5250], [-1.3143, 2.7195, -0.1161], [-1.4927, 3.7700, -1.0021], [-1.0627, 3.5562, -2.3053], [-0.5038, 2.4302, -2.7316], [6.0307, 2.4336, -5.2177], [4.9713, 3.4324, -6.0801], [5.2707, 0.4858, -3.9996], [3.3350, -0.7576, -3.0973], [0.6685, 1.7900, -5.2316], [2.5904, 3.0340, -6.1666], [-1.5986, 2.7727, 0.9287], [-1.9368, 4.7047, -0.6976], [-1.1623, 4.3442, -3.0447], [3.1121, -1.4827, 0.0362], [1.9772, -1.2761, 0.0457], [4.0722, -1.7555, 0.0455]]
}

***

No. 2
{
  "formula": "C17H18Br2N4O3PdS",
  "method": "ωB97M-V with the def2-TZVPD basis set",
  "total_charge": -2,
  "multiplicity": 1,
  "homo_lumo_gap_ev": 4.233,
  "e_lumo_ev": 4.2,
  "e_tot_ev": -184420.65780,
  "de_lowest_kcal_mol": 122.2,
  "elements": ["Pd", "N", "C", "C", "C", "O", "O", "H", "H", "H", "H", "H", "H", "C", "C", "C", "C", "C", "C", "Br", "C", "C", "Br", "C", "O", "C", "N", "H", "H", "H", "H", "H", "H", "C", "N", "C", "C", "N", "C", "S", "H", "H", "H", "H", "H", "H"],
  "xyz": [[-0.7296, -0.4577, -0.6148], [-2.1934, 1.3750, -0.5897], [-3.6505, 1.2597, -0.5544], [-4.1266, 0.1661, 0.3944], [-3.9691, -1.2734, -0.1376], [-5.0381, -1.8829, -0.3763], [-2.7926, -1.6930, -0.2710], [-1.7864, 1.4805, 0.3357], [-1.8702, 2.1421, -1.1612], [-4.0025, 1.0296, -1.5639], [-4.1245, 2.2068, -0.2612], [-5.1881, 0.3182, 0.5923], [-3.5803, 0.2561, 1.3421], [0.5413, -3.2750, 0.0294], [1.7316, -2.3373, 0.0128], [2.9709, -3.0027, 0.2058], [4.3134, -2.5322, 0.0605], [4.7012, -1.2562, 0.3222], [5.7993, -0.5433, -0.2954], [7.4362, -1.4759, -0.7077], [5.6646, 0.7395, -0.6992], [4.3308, 1.3000, -0.5756], [3.8705, 2.6584, -1.8674], [3.3918, 0.7560, 0.2165], [0.9358, 1.2013, 0.8982], [3.8318, -0.3412, 1.0545], [1.3721, -1.0839, -0.2609], [0.8463, -4.3190, -0.0361], [-0.1402, -3.0208, -0.7802], [-0.0300, -3.1214, 0.9472], [2.8654, -4.0793, 0.1604], [5.0553, -3.2412, -0.3048], [6.4615, 1.2698, -1.2015], [2.7850, 1.5673, 3.1988], [2.6902, 0.1267, 3.1960], [2.1807, -0.6502, 4.2241], [2.4262, -1.9385, 3.9442], [3.1424, -1.9813, 2.7402], [3.2408, -0.6949, 2.2373], [1.5172, 0.5466, -0.3289], [2.6256, 1.9179, 4.2202], [2.0570, 2.0042, 2.5168], [3.7867, 1.8533, 2.8692], [1.6980, -0.2050, 5.0769], [2.1873, -2.8263, 4.5025], [2.9765, -2.6988, 2.0368]]
}